The following is a quantum chemistry calculation of 17 unconnected molecules or ions with the total composition C57H156N22O25 at a distorted geometry, from the Open Molecules 2025 dataset.

ORCA input file:
```
! RIJCOSX wB97M-V def2-TZVPD def2/J DEFGRID3
* xyz 0 1
H -3.238 3.376 -3.860
H 0.123 3.476 0.364
H -4.784 -4.823 -3.830
C -9.403 3.112 -5.594
C -8.037 -1.087 -2.189
O -1.701 -2.391 4.235
H 2.546 -5.739 -1.022
H 4.469 2.436 -0.291
H 1.412 -4.110 7.721
C 5.361 -0.355 -6.158
C 2.025 -4.917 -0.496
O 3.367 7.659 -0.795
N -4.773 -1.344 -4.413
C -3.569 -3.360 5.274
H -3.973 -6.230 5.216
N -1.550 1.472 5.614
H 0.924 5.565 2.650
H -1.039 2.510 2.597
C 4.087 1.692 -6.084
H -4.223 3.736 -1.270
H -1.711 -4.059 -1.668
H 2.797 -4.264 -0.018
H -5.473 2.021 -4.081
H -1.695 4.335 -3.398
C -0.101 2.640 -0.322
N 0.335 -6.033 3.165
C -7.907 -0.133 -3.353
H -2.042 5.250 3.443
H -1.037 -8.286 4.511
H -5.456 -1.579 -3.628
H -10.020 3.147 -6.482
O 2.273 -4.565 5.902
H 3.923 2.273 -1.952
H 2.302 -6.499 5.118
H 4.642 2.088 -5.274
H 3.860 -3.214 4.641
C 9.167 -1.573 -0.167
C -5.872 2.170 -0.084
H 5.459 -2.412 4.833
H -1.233 -6.193 1.809
O 4.552 2.952 2.258
H 1.908 1.614 -0.229
H 8.869 -0.792 -0.924
O -4.474 2.355 0.254
H -4.024 -6.439 -4.277
C 3.346 3.950 -1.060
H 2.369 -2.542 -5.460
H -1.103 1.624 6.501
C 5.349 -3.752 3.125
H -4.046 -4.472 1.434
C -1.051 -3.328 -3.458
H 4.679 -2.644 -2.743
C 6.251 -0.178 -4.888
C 1.204 -0.767 -0.486
H 6.407 -4.459 0.586
C 1.009 -5.082 4.000
H -0.960 7.329 0.357
H -6.336 3.166 -0.084
H -6.753 3.475 -5.208
C 0.572 6.515 3.178
H -4.630 3.114 3.609
N 1.311 0.331 -3.876
C 2.271 9.000 1.031
C 3.511 2.717 2.914
C 3.461 7.550 -2.199
H 2.352 7.681 3.135
C -3.839 -0.391 -4.005
H 2.715 1.346 4.161
H -1.265 -1.196 -1.720
H -8.868 -1.781 -2.330
H 1.809 9.951 1.236
N 3.941 2.717 -1.078
O 3.297 1.236 -3.259
C 1.589 -5.713 5.334
O -1.428 2.188 -3.657
N -1.527 2.185 3.369
O 2.325 -4.458 -3.923
O -3.995 0.225 -2.963
C -2.120 3.452 -3.973
C -2.425 -2.215 -0.187
C -3.492 -3.509 1.349
C 1.459 -3.754 6.680
O 5.620 0.577 -0.204
H 1.722 -0.561 -3.931
N -6.823 0.816 -3.123
H -0.478 -4.062 0.402
H 0.013 2.885 -1.329
H 4.031 8.402 -2.620
H 1.104 -1.195 0.554
O 8.088 -2.557 0.062
H -6.207 0.929 -5.263
C -3.967 -5.334 -4.374
H -8.139 -0.586 -1.230
H -4.267 1.464 1.976
H 1.801 3.512 3.622
C -1.909 -2.123 -1.593
H 2.693 -0.982 2.063
H 0.735 1.354 1.167
H 4.678 -0.849 -1.295
H 3.072 2.088 -5.996
H -2.769 -1.404 5.683
H 10.089 -2.126 -0.449
C -2.294 -3.714 -4.240
H -0.170 -3.980 -3.735
H 4.623 -0.099 -3.628
H -7.610 -3.213 -0.884
C 0.833 1.536 0.063
H 1.679 8.916 -1.011
H -2.218 5.858 1.743
H 6.193 -2.367 1.839
H -5.414 1.764 4.447
H -4.136 -4.940 7.311
O -6.817 -1.789 -2.177
C -3.309 -6.467 6.040
H -0.779 -0.516 4.093
H -8.900 0.276 -3.567
O -2.664 -5.024 -3.824
H -3.779 -7.143 6.716
H -2.763 -8.768 5.256
H -6.163 2.427 2.953
H -1.851 -4.283 5.766
C -0.616 -5.417 2.210
C -2.382 3.332 -0.529
H 0.844 -1.455 -1.225
O -1.331 6.114 -2.526
C 6.226 0.123 -2.477
C -6.428 1.528 -4.330
H -4.552 -3.334 5.709
H 0.771 6.366 4.255
H -2.201 -3.691 -5.376
C 4.716 -2.718 4.084
H -7.805 -0.721 -4.319
H -2.759 -1.937 -2.280
H 7.167 -0.832 -4.957
H -6.706 -1.943 -0.113
H 6.677 -0.434 1.213
H -2.597 -5.397 7.764
N -1.148 -3.331 -2.046
O -8.347 2.200 -5.644
H 3.853 -2.013 -4.707
C -2.093 -8.001 4.831
N 5.557 -0.539 -3.627
C -0.732 6.410 -1.504
H 1.898 -2.754 6.755
H 3.139 8.833 1.666
H 2.301 -0.539 -0.648
H -0.684 -2.384 -3.810
H 2.107 7.036 1.036
H 0.811 -6.102 5.983
N -1.526 2.353 0.006
H -2.257 0.655 -4.594
H 7.308 0.048 -2.636
O -4.488 1.164 2.863
H 8.981 -3.289 1.710
H 0.250 -4.331 4.317
O 0.390 0.336 -0.664
H 0.382 -3.671 6.311
C 1.323 7.722 2.764
C -3.212 -5.199 6.875
H 1.806 -4.558 3.496
H -0.460 -1.813 2.767
C -1.537 5.667 2.573
H 0.875 6.539 -0.443
O -0.769 6.793 2.858
O -2.002 -6.873 5.698
H 0.930 -6.613 2.629
N 3.966 -3.379 -2.801
N 3.538 1.725 3.870
H -2.925 -1.289 0.078
N -2.829 -0.202 -4.868
C 3.167 -1.802 2.599
H 4.453 2.017 -7.039
C -2.984 -2.034 4.830
N 6.509 -3.215 2.348
C 8.395 -3.668 0.900
H 0.371 0.566 -4.138
C 5.660 -0.413 -1.165
H 2.458 7.578 -2.666
H -2.034 3.776 -1.486
H 4.315 4.553 0.722
H 6.376 -1.140 -0.827
H -1.516 2.002 -2.712
H 6.132 1.200 -2.527
H -2.560 2.012 3.398
H -7.676 3.104 -3.809
H -4.037 -2.601 1.618
H -9.038 4.209 -5.533
H -4.397 -2.115 -4.996
N 3.554 4.737 0.075
H 2.571 4.286 2.252
H 0.739 -3.749 1.610
H 2.141 3.274 -3.267
H -5.917 1.674 -1.021
C -0.901 2.035 4.569
H -2.222 7.579 -0.811
H -1.867 3.644 -5.032
H 6.578 0.859 -4.876
O 2.543 4.357 -1.951
N 0.551 6.179 -1.289
O 4.240 -1.448 3.445
H 0.840 5.300 -1.699
H -1.298 -4.715 2.772
H -3.012 -2.959 -4.042
C -3.742 2.807 -0.880
H 0.637 2.830 -3.800
H -0.934 4.797 2.211
H 3.420 5.770 -0.148
H 3.537 -2.469 1.831
H 5.855 0.083 -6.987
N 1.412 7.781 1.281
C 7.094 -4.262 1.394
H 2.343 -2.363 3.102
H -3.757 2.115 -1.654
H 7.372 -5.137 1.930
H 0.878 8.620 3.272
C 0.180 -4.568 1.156
C 2.133 1.364 -3.664
C -5.221 2.162 3.481
N 2.432 3.502 2.786
C -7.346 2.635 -4.794
C -6.725 -2.553 -0.987
H 3.216 9.654 -0.915
N 2.937 -2.408 -4.614
O -3.230 -3.393 -0.043
H 5.688 -4.503 3.804
H -2.945 -0.523 -5.831
H -3.694 -3.899 4.281
H 1.586 -4.265 -1.275
H 5.171 -1.430 -6.315
H -6.382 1.679 0.749
H 4.835 -0.626 1.413
H 5.630 0.952 1.703
H -1.737 1.474 -0.426
H 9.080 -4.454 0.460
C 2.640 8.899 -0.419
O 1.032 -5.536 0.425
H 4.312 1.111 3.883
H 4.633 -4.221 2.437
H -9.947 2.924 -4.729
H -2.440 4.228 0.091
H -2.540 1.230 5.658
C 3.049 -3.489 -3.806
O 0.294 2.262 4.708
H -1.956 -0.894 2.777
H -4.064 -5.093 -5.466
N -2.676 -3.955 6.249
H 4.297 -4.201 -2.289
H -6.034 0.275 -2.884
H -2.663 -7.643 3.928
H -5.869 -3.175 -0.952
H -3.669 -1.619 4.153
H 9.465 -0.966 0.712
C 5.689 0.052 1.078
O 4.078 0.306 -6.040
H -1.516 -2.408 0.516
N -1.307 7.244 -0.562
C -1.164 -1.314 3.427
H 3.953 6.585 -2.425
H -2.509 -3.582 1.958
N 1.621 2.631 -3.866
*
```

Kohn-Sham gap: 8.76 eV
maximum force: 0.0883 Eh/bohr